1.
This record from the OMol25 dataset describes a cluster of 2 separate species, CH3NO in total. The level of theory is ωB97M-V/def2-TZVPD.

```
6
Properties=species:S:1:pos:R:3:forces:R:3:lowdin_charge:R:1
C -1.6687 -0.1038 -0.3462 -1.519 -0.213 0.311 0.002
N 1.2623 -0.0108 0.0298 -1.777 -1.685 -1.148 -0.054
O -2.6162 -0.3034 0.2432 0.939 0.228 -0.470 0.051
H 1.4404 0.6076 0.8102 -0.279 0.123 -0.372 -0.011
H 1.2097 0.4454 -0.9244 -0.103 -0.538 2.070 0.028
H 0.3726 -0.6350 0.1874 2.740 2.084 -0.391 -0.016
```
Positions in Å, forces in eV/Å.

Properties
Charge   0
Energy   -169.8737 hartree
HOMO-LUMO gap   10.65 eV
Max |F|   0.0674 hartree/bohr

2.
This record from the OMol25 dataset describes a cluster of 6 separate species, C41H94B3Br3N7O15 in total. The level of theory is ωB97M-V/def2-TZVPD.

```
163
Properties=species:S:1:pos:R:3:forces:R:3:lowdin_charge:R:1
C 0.3695 -4.3956 1.2876 -0.161 0.115 0.080 -0.089
C 1.3388 -3.8279 2.3512 -0.196 -0.010 -0.221 -0.197
C 1.7608 -2.3573 2.1422 0.216 -0.073 0.032 -0.184
N 1.2365 -1.3963 3.1336 0.035 0.102 -0.214 0.033
C 0.2219 -0.4374 2.6695 -0.310 0.272 0.126 -0.215
B -1.0690 -1.2822 2.1813 -0.046 0.208 -0.045 -0.539
N -1.7577 -1.0579 0.9003 -0.061 -0.487 0.172 0.190
O -1.4069 -2.3369 2.9891 -0.105 0.174 0.055 0.155
C 0.7762 0.4098 1.4600 0.203 -0.055 -0.118 -0.136
C 2.3007 0.6659 1.4497 -0.127 0.400 0.163 -0.088
C 2.9388 0.5530 0.0761 0.141 0.147 0.026 -0.144
O 2.5235 -0.6574 -0.5819 0.089 -0.079 -0.070 -0.089
C 3.4503 -1.1930 -1.4266 0.240 0.122 -0.334 -0.308
O 3.3899 -1.0979 -2.6166 -0.267 -0.116 0.522 0.101
N 0.0449 1.7223 1.2588 -0.411 0.059 0.061 0.172
B -0.7120 1.7213 -0.0505 0.131 0.280 0.055 -0.575
O -2.0719 1.7411 0.1023 0.065 -0.259 0.071 0.129
C -0.0325 1.7472 -1.4593 -0.048 -0.207 0.188 -0.102
C -0.0041 0.3566 -2.1689 0.288 0.434 -0.347 -0.064
C -0.6837 2.2582 2.2771 0.380 -0.375 -0.212 -0.283
N -0.8830 3.5839 2.3182 -0.841 0.083 -0.829 -0.031
C -1.6018 4.1556 3.4588 0.146 0.371 0.201 -0.197
C -3.1371 4.0477 3.3997 0.103 0.040 -0.269 -0.671
C -3.8953 5.3777 3.2673 -0.253 -0.185 0.071 -0.140
Br -3.6516 3.1085 5.0443 -0.365 -0.095 0.212 0.802
C -0.2580 4.4511 1.3658 0.107 -0.302 0.052 -0.688
Br 1.5669 4.7320 1.8081 0.181 0.029 -0.051 0.868
C -0.7915 5.1039 0.3302 0.203 -0.016 0.192 -0.711
C -0.0501 6.0051 -0.6184 -0.053 -0.146 -0.042 -0.141
Br -2.6416 5.0420 0.0045 -0.208 -0.161 0.057 0.910
N -1.1650 1.4644 3.2417 0.163 0.328 0.428 0.191
C -0.1533 0.5383 3.8525 0.378 -0.780 -0.081 -0.198
C -0.8424 -0.1042 5.0822 -0.180 0.040 0.172 -0.100
C 0.0830 -0.6676 6.1812 0.026 -0.254 -0.032 -0.155
C -0.6104 -1.7523 7.0189 0.213 -0.214 -0.293 -0.273
N -0.2965 -3.0969 6.5248 0.031 0.044 -0.290 0.022
B 1.0523 1.4220 4.4885 -0.162 -0.037 0.192 -0.610
N 0.6585 2.6269 5.1552 0.424 -0.157 0.239 0.219
O 2.3626 1.0355 4.4260 -0.102 0.249 -0.690 0.172
H 0.7615 -5.3024 0.8227 -0.036 0.114 0.007 0.072
H 0.1777 -3.6666 0.4907 0.094 -0.119 0.028 0.066
H -0.6023 -4.6477 1.7239 0.155 -0.005 -0.057 0.064
H 0.8624 -3.9231 3.3320 0.226 -0.043 0.000 0.095
H 2.2412 -4.4441 2.3624 -0.111 0.059 0.118 0.105
H 2.8572 -2.3054 2.1871 -0.130 0.015 -0.013 0.118
H 1.5011 -2.0364 1.1287 -0.034 -0.047 0.121 0.100
H 0.8507 -1.9182 3.9071 -0.006 0.021 0.054 0.081
H -2.6260 -0.5361 0.9707 0.238 0.260 -0.089 0.086
H -1.9836 -1.9486 0.4607 -0.137 0.071 0.047 0.089
H -2.2795 -2.6880 2.7752 0.154 -0.210 -0.097 0.125
H 0.5444 -0.1598 0.5538 0.059 -0.021 0.191 0.113
H 2.4754 1.7027 1.7604 0.015 -0.151 0.102 0.099
H 2.7959 0.0294 2.1806 -0.071 -0.073 -0.129 0.110
H 2.6582 1.3957 -0.5675 0.026 -0.159 0.072 0.118
H 4.0330 0.5789 0.1719 -0.138 -0.088 0.036 0.138
H 4.2580 -1.7386 -0.9038 -0.076 0.107 -0.043 0.162
H -2.5128 1.3672 -0.6698 -0.083 0.449 -0.131 0.127
H 0.9696 2.1787 -1.3810 -0.128 -0.064 -0.107 0.090
H -0.6309 2.4525 -2.0542 0.135 -0.072 0.037 0.110
H -0.4977 0.4171 -3.1417 -0.122 -0.193 0.216 0.064
H -0.4626 -0.4274 -1.5605 0.019 0.010 -0.173 0.068
H 1.0298 0.0760 -2.3817 -0.240 -0.111 0.115 0.058
H -1.2854 5.1984 3.5358 -0.057 -0.112 0.013 0.142
H -1.2352 3.6265 4.3410 0.079 0.510 -0.258 0.050
H -3.4116 3.3451 2.6111 -0.002 0.148 0.029 0.077
H -3.2184 6.1946 3.0057 -0.090 -0.112 -0.008 0.073
H -4.4131 5.6323 4.1943 0.220 0.047 -0.048 0.063
H -4.6702 5.3058 2.4999 0.163 0.022 0.030 0.067
H -0.1070 7.0433 -0.2743 0.074 -0.134 -0.004 0.099
H -0.5170 5.9614 -1.6055 0.032 -0.011 0.158 0.074
H 0.9935 5.7023 -0.7173 -0.104 0.117 0.104 0.055
H -1.7837 1.9027 3.9180 0.161 -0.137 0.020 0.041
H -1.5651 -0.8670 4.7866 0.063 0.013 -0.135 0.118
H -1.4300 0.6950 5.5630 -0.011 -0.149 -0.060 0.104
H 0.9884 -1.1020 5.7497 0.071 0.090 0.069 0.113
H 0.3782 0.1385 6.8617 0.087 -0.154 -0.331 0.107
H -1.6980 -1.5625 7.0414 1.275 -0.513 -0.753 0.067
H -0.2571 -1.6696 8.0521 -0.099 -0.138 -0.147 0.116
H -1.0336 -3.7564 6.7457 0.081 0.011 0.101 0.070
H -0.2172 -3.0979 5.5137 -0.101 -0.007 -0.018 0.037
H -0.1827 2.6112 5.7184 -0.023 0.066 -0.152 0.082
H 1.3915 3.1174 5.6522 -0.128 0.036 0.034 0.102
H 2.9897 1.7667 4.4493 0.057 -0.088 0.415 0.119
C -7.3397 5.0124 -0.2159 -0.021 0.018 -0.017 -0.109
O -6.7676 6.2906 -0.4168 -0.025 0.011 0.008 -0.195
C -5.9725 6.3867 -1.5850 0.139 -0.028 0.090 -0.225
C -6.7119 6.9941 -2.7581 -0.065 0.017 -0.088 -0.207
O -7.7972 6.1919 -3.1786 0.021 -0.085 0.089 -0.188
C -9.0577 6.6212 -2.6924 -0.005 0.024 -0.027 -0.104
H -8.1287 5.1221 0.5261 0.017 -0.005 0.018 0.093
H -7.7678 4.6124 -1.1374 -0.010 -0.005 0.014 0.086
H -6.5932 4.3038 0.1662 0.012 -0.012 -0.031 0.079
H -5.5886 5.3970 -1.8636 -0.014 0.008 -0.021 0.118
H -5.1171 7.0264 -1.3431 0.003 -0.003 -0.027 0.114
H -6.0171 7.0750 -3.5996 0.006 0.031 0.014 0.128
H -7.0516 8.0032 -2.5017 -0.003 -0.010 0.009 0.130
H -9.4187 7.4871 -3.2563 0.016 0.018 0.018 0.091
H -9.0141 6.8796 -1.6318 -0.010 -0.015 0.003 0.084
H -9.7551 5.7973 -2.8321 -0.003 0.010 -0.021 0.091
C 6.5757 -2.0818 -3.2792 0.043 -0.088 0.114 -0.097
O 6.5786 -3.4009 -2.7496 0.081 -0.045 -0.154 -0.189
C 5.6613 -4.2513 -3.4195 -0.113 0.058 0.113 -0.206
C 6.3018 -5.0961 -4.4982 0.028 -0.086 -0.110 -0.203
O 6.8444 -4.3112 -5.5452 -0.044 0.060 0.034 -0.201
C 8.2470 -4.1334 -5.4611 0.001 -0.008 -0.019 -0.104
H 7.4679 -1.5734 -2.9159 -0.006 -0.036 0.049 0.092
H 6.5891 -2.0886 -4.3705 0.004 0.021 0.001 0.088
H 5.6827 -1.5589 -2.9334 0.041 0.152 -0.148 0.053
H 4.8532 -3.6543 -3.8584 -0.020 -0.018 0.008 0.122
H 5.2200 -4.9177 -2.6718 0.008 -0.009 -0.008 0.126
H 5.5237 -5.7339 -4.9306 0.021 -0.026 0.003 0.119
H 7.0722 -5.7465 -4.0704 -0.006 0.021 0.027 0.129
H 8.7761 -5.0300 -5.8008 -0.004 -0.013 0.031 0.090
H 8.5621 -3.8983 -4.4417 0.001 0.025 -0.005 0.086
H 8.5085 -3.3042 -6.1166 0.001 -0.016 -0.013 0.090
C -0.6663 0.8053 9.6019 -0.006 -0.012 0.010 -0.082
O -1.3100 0.4212 8.3972 -0.537 0.292 0.145 -0.247
C -2.5439 -0.2543 8.5970 -0.494 0.431 0.430 -0.202
C -3.7443 0.6572 8.4155 0.032 0.161 0.109 -0.185
O -3.8091 1.7050 9.3714 0.141 -0.141 -0.050 -0.175
C -3.2489 2.9241 8.9232 -0.041 -0.012 -0.035 -0.116
H 0.0952 1.5396 9.3435 0.029 -0.008 -0.001 0.092
H -1.3691 1.2521 10.3074 0.009 0.016 -0.010 0.091
H -0.1817 -0.0539 10.0754 -0.010 -0.036 0.018 0.095
H -2.5704 -0.7164 9.5888 0.020 0.014 0.021 0.143
H -2.5999 -1.0545 7.8523 -0.737 0.562 0.776 0.086
H -4.6569 0.0646 8.5238 0.032 -0.017 -0.010 0.133
H -3.7311 1.0721 7.3993 -0.023 0.015 -0.020 0.091
H -3.9231 3.4337 8.2249 -0.001 -0.024 -0.007 0.067
H -2.2873 2.7612 8.4318 0.057 0.039 -0.021 0.072
H -3.0992 3.5650 9.7906 -0.050 -0.043 0.019 0.095
C 0.8519 -2.2655 -5.1479 -0.146 0.138 0.040 -0.109
O -0.0419 -1.1775 -5.3269 0.031 0.022 -0.020 -0.195
C 0.5749 -0.0307 -5.8869 -0.028 0.022 0.084 -0.211
C 0.3371 0.0816 -7.3785 0.015 0.016 -0.088 -0.205
O 0.9275 -0.9843 -8.0954 0.049 -0.057 0.084 -0.182
C 0.0296 -2.0245 -8.4384 0.000 0.018 -0.026 -0.099
H 0.2462 -3.1606 -5.0108 -0.006 0.055 0.018 0.089
H 1.4954 -2.3999 -6.0200 -0.074 0.123 0.043 0.073
H 1.4766 -2.1166 -4.2612 0.058 0.029 0.000 0.078
H 1.6505 -0.0354 -5.6791 -0.004 -0.004 -0.002 0.131
H 0.1407 0.8487 -5.3981 0.027 0.016 -0.019 0.115
H 0.7954 1.0090 -7.7355 -0.028 0.010 0.009 0.127
H -0.7384 0.1357 -7.5810 0.003 -0.016 0.002 0.128
H -0.5935 -1.7372 -9.2917 -0.022 0.013 0.018 0.092
H -0.6164 -2.2929 -7.5991 0.006 -0.019 0.008 0.086
H 0.6295 -2.8889 -8.7191 -0.014 0.028 -0.032 0.080
C 4.6047 -5.1222 -8.1474 0.085 0.029 -0.001 -0.105
O 3.7602 -5.9903 -8.8822 -0.111 0.023 0.058 -0.186
C 3.5071 -7.2199 -8.2293 0.056 0.006 -0.038 -0.205
C 2.1893 -7.2159 -7.4824 -0.054 -0.023 0.050 -0.200
O 2.1710 -6.2740 -6.4203 0.046 -0.003 -0.049 -0.186
C 1.5482 -5.0479 -6.7509 0.128 -0.098 0.081 -0.118
H 4.5023 -4.1254 -8.5736 0.012 -0.011 -0.025 0.093
H 4.3285 -5.0871 -7.0914 0.001 0.026 -0.001 0.069
H 5.6513 -5.4327 -8.2260 -0.001 -0.015 0.034 0.091
H 4.3225 -7.4616 -7.5378 0.001 0.003 -0.007 0.126
H 3.4736 -7.9996 -8.9957 -0.006 -0.010 0.016 0.127
H 2.0304 -8.2046 -7.0425 -0.004 -0.006 -0.020 0.125
H 1.3679 -7.0197 -8.1800 0.003 0.011 0.003 0.127
H 0.4562 -5.1465 -6.7414 -0.017 0.004 -0.023 0.098
H 1.8642 -4.6855 -7.7318 0.022 0.012 0.004 0.081
H 1.8415 -4.3212 -5.9935 0.033 -0.290 -0.120 0.059
```
Positions in Å, forces in eV/Å.

Properties
Charge   +1
Energy   -10926.8598 hartree
HOMO-LUMO gap   7.89 eV
Max |F|   0.0305 hartree/bohr

3.
This record from the OMol25 dataset describes a structure of composition C35H38CsN5O3PS3Sb. The level of theory is ωB97M-V/def2-TZVPD.

```
87
Properties=species:S:1:pos:R:3:forces:R:3:lowdin_charge:R:1
Cs 1.0395 -0.3362 2.2620 1.063 -1.215 0.764 0.923
S 2.0017 -2.0207 4.8711 0.281 -0.053 0.260 0.245
C 3.3773 -0.9809 5.1096 -0.139 0.096 -0.182 -1.290
S 3.6227 0.4987 4.2329 -0.047 -0.267 0.231 0.271
C 4.3386 -1.3631 6.0675 0.198 -0.062 0.168 -0.457
C 4.2427 -2.5770 6.8141 -0.006 0.352 -0.072 -0.332
N 4.2231 -3.5317 7.4677 0.048 -0.087 0.013 0.075
C 5.4855 -0.5645 6.3655 -0.218 -0.288 -0.116 -0.330
N 6.4434 0.0181 6.6503 0.056 0.057 0.071 0.076
C -0.9009 -6.4149 1.2901 0.069 -0.041 -0.057 -0.115
N -0.7666 -5.0001 1.5362 0.005 -0.208 0.026 -0.309
C 0.5477 -4.5703 1.9965 -0.014 -0.033 0.136 -0.083
P -1.8769 -3.8789 1.0514 0.380 0.616 0.578 0.483
O -1.7453 -2.6399 1.8480 -0.067 -0.173 -0.211 -0.286
N -3.3863 -4.5416 1.2332 -0.242 -0.128 -0.091 -0.309
C -3.9494 -4.5788 2.5678 -0.065 -0.017 0.050 -0.109
C -4.0884 -5.3458 0.2643 -0.015 -0.008 0.016 -0.136
N -1.7275 -3.7169 -0.5835 -0.074 -0.070 -0.409 -0.302
C -2.4530 -2.6297 -1.2282 0.080 0.045 0.120 -0.105
C -0.5609 -4.1429 -1.3360 0.011 0.021 -0.060 -0.101
H -0.7115 -6.9826 2.2071 0.015 0.027 0.007 0.085
H -0.1895 -6.7726 0.5321 -0.004 0.012 -0.002 0.078
H -1.9038 -6.6573 0.9442 -0.038 0.022 -0.001 0.059
H 0.8638 -5.1858 2.8416 -0.003 -0.002 -0.013 0.091
H 0.4925 -3.5462 2.3544 0.072 0.012 -0.032 0.036
H 1.3012 -4.6541 1.2046 0.029 0.044 0.014 0.085
H -3.3814 -3.9326 3.2325 0.051 0.012 -0.034 0.079
H -3.9424 -5.6007 2.9690 -0.011 0.005 0.031 0.080
H -4.9853 -4.2238 2.5546 -0.011 -0.022 -0.018 0.079
H -3.6002 -5.2776 -0.7050 0.023 0.000 -0.002 0.071
H -5.1221 -4.9976 0.1577 -0.013 0.009 0.000 0.079
H -4.1298 -6.4029 0.5640 -0.008 -0.011 -0.006 0.070
H -3.2266 -2.2474 -0.5638 -0.013 -0.012 0.016 0.081
H -2.9205 -2.9786 -2.1553 0.015 -0.005 -0.027 0.078
H -1.7637 -1.8106 -1.4546 -0.042 0.039 -0.042 0.058
H -0.0162 -4.9166 -0.8059 0.017 -0.056 0.087 0.058
H 0.1162 -3.3060 -1.5252 0.011 0.030 -0.001 0.023
H -0.8715 -4.5515 -2.3046 -0.034 0.003 0.006 0.082
S 1.2642 -0.8063 -1.1341 -0.095 0.141 -0.095 -0.005
Sb 1.0309 1.3866 -1.6586 0.115 -0.102 -0.111 1.260
C 2.8206 2.5043 -1.6946 0.185 0.147 -0.084 -0.300
C 3.7903 2.0329 -2.5770 0.077 0.057 0.007 -0.119
C 5.0133 2.6778 -2.6913 -0.024 -0.011 0.005 -0.092
C 5.2707 3.8129 -1.9368 0.016 -0.006 -0.010 -0.100
C 4.3094 4.2856 -1.0579 -0.045 0.023 0.051 -0.083
C 3.0903 3.6315 -0.9252 0.053 -0.028 -0.038 -0.100
C 0.9421 1.2351 -3.8389 0.033 -0.132 -0.023 -0.327
C 0.4764 2.2790 -4.6341 0.007 0.087 0.018 -0.116
C 0.4620 2.1759 -6.0200 -0.012 0.024 0.017 -0.107
C 0.9131 1.0180 -6.6373 0.011 -0.013 0.017 -0.117
C 1.3724 -0.0351 -5.8580 -0.005 0.011 0.030 -0.103
C 1.3828 0.0748 -4.4725 -0.053 0.029 -0.028 -0.157
C -0.7326 2.5411 -1.6260 -0.187 0.054 -0.057 -0.340
C -0.6685 3.9296 -1.5936 -0.064 0.012 0.045 -0.115
C -1.8375 4.6791 -1.6086 0.002 -0.015 0.005 -0.085
C -3.0707 4.0440 -1.6511 0.021 0.009 0.003 -0.097
C -3.1342 2.6582 -1.6810 -0.010 -0.016 0.003 -0.081
C -1.9674 1.9064 -1.6713 0.035 0.029 0.022 -0.096
H 3.6075 1.1493 -3.1766 -0.049 -0.007 0.011 0.091
H 5.7650 2.2861 -3.3654 0.006 0.008 -0.006 0.097
H 6.2250 4.3180 -2.0218 0.006 0.001 0.004 0.095
H 4.5128 5.1565 -0.4471 0.009 0.002 -0.004 0.100
H 2.3669 3.9687 -0.1992 -0.024 0.007 0.006 0.078
H 0.1094 3.1934 -4.1774 0.019 -0.034 0.012 0.090
H 0.0941 3.0038 -6.6152 -0.001 -0.007 -0.016 0.092
H 0.9021 0.9361 -7.7176 0.000 -0.005 -0.010 0.089
H 1.7209 -0.9488 -6.3248 0.001 -0.002 -0.028 0.093
H 1.7228 -0.7550 -3.8630 0.006 -0.013 0.023 0.044
H 0.2869 4.4356 -1.5225 0.031 -0.022 -0.015 0.102
H -1.7846 5.7598 -1.5625 0.008 0.011 -0.006 0.099
H -3.9799 4.6319 -1.6420 -0.023 -0.008 -0.004 0.094
H -4.0939 2.1564 -1.6917 -0.012 0.006 0.000 0.099
H -2.0201 0.8242 -1.6589 0.005 -0.018 -0.013 0.101
O 0.9788 2.4575 0.5757 -0.222 -0.280 -0.143 -0.198
C -0.1378 2.2165 1.1531 0.025 0.454 -0.061 -0.756
O -0.7167 1.1288 1.1275 -1.252 0.970 -0.707 -0.289
C -0.7692 3.3657 1.9096 0.109 -0.122 -0.104 -0.118
C -0.0765 4.5521 2.1104 -0.021 0.048 0.011 -0.016
C -0.6801 5.6063 2.7819 0.021 -0.134 -0.063 -0.087
C -1.9831 5.4706 3.2437 -0.012 0.112 0.053 -0.108
C -2.6773 4.2848 3.0458 0.054 -0.079 -0.060 -0.087
C -2.0672 3.2289 2.3814 -0.055 0.105 0.076 -0.014
H 0.9383 4.6207 1.7413 0.002 0.035 0.027 0.111
H -0.1309 6.5237 2.9512 -0.016 0.029 0.013 0.095
H -2.4546 6.2924 3.7705 -0.009 -0.009 0.000 0.091
H -3.6894 4.1794 3.4163 -0.013 0.008 0.004 0.094
H -2.5733 2.2869 2.2174 -0.014 -0.002 0.004 0.118
```
Positions in Å, forces in eV/Å.

Properties
Charge   -2
Energy   -3652.4695 hartree
HOMO-LUMO gap   4.44 eV
Max |F|   0.0347 hartree/bohr